1.
DFT (the ωB97M-V functional and the def2-TZVPD basis) results for the molecule C7H7NO3 in a non-equilibrium geometry.

```
18
Properties=species:S:1:pos:R:3:mulliken_charge:R:1
C -1.50 -0.23 0.04 0.1838
O 3.45 -1.43 0.18 -0.5994
N -0.71 0.86 -0.07 -0.4057
H -3.42 -0.06 -0.83 0.2290
H -3.13 1.14 0.71 0.2814
C 0.55 -1.33 -0.19 -0.2114
O 1.13 2.09 -0.09 -0.5290
C 1.29 -0.25 -0.17 -0.0636
H -3.42 -0.77 1.02 0.2771
H 2.48 1.56 0.04 0.4930
H 0.56 2.96 -0.18 0.4282
H 1.02 -2.25 -0.56 0.3687
C -2.96 0.07 0.26 -0.9825
C 2.83 -0.36 0.15 0.5864
C -0.79 -1.40 -0.11 -0.3815
O 3.24 0.90 0.12 -0.5668
C 0.55 1.00 -0.11 0.6325
H -1.18 -2.48 -0.20 0.2598
```

Computed properties:
- E_tot: -15003.05992 eV
- SMILES: Cc1ccc(C(=O)O)c(O)n1
- Energy above the lowest of the compared OMol25 structures with the same formula, charge and spin: 58.5 kcal per mole

***

2.
DFT (the ωB97M-V functional and the def2-TZVPD basis) results for C45H54Li2O21S as an isolated structure in a non-equilibrium geometry.

```
123
Properties=species:S:1:pos:R:3:mulliken_charge:R:1
O -1.96 2.55 -0.78 -0.3891
H -0.30 -4.78 -0.51 0.4407
C 3.53 2.20 -3.50 -1.2294
H -8.05 0.44 2.71 0.3411
H 1.01 2.51 0.90 0.4060
H 4.38 4.09 -5.24 0.3456
O -0.27 -2.78 3.39 -0.5286
H -2.80 0.46 -3.56 0.1720
H 4.21 2.87 -3.17 0.4433
O 3.84 3.29 -5.72 -0.6588
O 0.20 1.17 0.69 -0.5794
H -3.81 3.05 -2.48 -0.1141
H 5.40 1.47 1.10 0.1353
C 5.33 3.65 1.70 0.3700
C -5.26 -0.85 0.71 0.0676
C 5.30 -3.29 -3.33 0.4617
H -1.15 0.89 -4.07 0.4968
C -1.09 4.18 -4.59 0.3732
O -8.21 1.05 1.97 -0.5577
H -2.40 -2.19 1.73 -0.2858
H -2.59 -6.57 4.26 0.4048
C -3.40 -4.19 1.87 -0.7925
H -1.73 -0.64 -4.70 0.3027
C -2.48 3.99 -4.12 -0.5623
C -6.99 0.74 1.37 0.6063
C 2.70 1.34 -2.70 0.4943
H -2.73 0.63 -0.88 -0.0885
C -4.53 0.16 0.11 0.1014
C -0.10 3.81 -3.74 -1.2103
C 5.09 -1.25 -2.08 -0.5163
H 3.89 -3.34 3.29 0.6799
Li 1.26 -0.45 3.84 0.7203
H 2.71 1.47 -1.62 0.2203
O 1.51 -0.60 0.01 0.0500
C 1.76 0.35 -4.69 -0.4506
S 0.33 -0.27 0.74 0.3811
O -0.92 4.81 -5.73 -0.5091
O -1.39 -0.67 -2.80 -0.0588
O 1.27 3.52 0.93 -0.6202
O -3.39 -0.16 -0.56 -0.2039
H -0.45 -0.64 -2.86 0.4843
C 3.08 4.67 1.64 -1.0715
C -2.66 -5.67 3.73 -0.8936
H 2.74 5.53 1.79 0.8103
C -0.37 3.27 -2.44 0.6131
C 4.38 -1.95 -1.02 0.4552
O -4.51 -6.21 2.30 -0.5115
H -0.11 4.78 -5.69 0.2461
C -2.45 2.34 4.65 -0.6922
H 1.07 -0.39 -5.03 0.5786
C 4.23 -3.29 -1.10 -0.5629
H 4.98 5.86 2.17 0.2036
C -1.35 -3.57 3.17 -0.2322
H 2.92 1.48 0.62 0.1662
O -4.66 -0.38 6.08 -0.5545
C -2.34 1.81 3.36 -0.0422
C 1.98 0.39 -3.30 0.1469
H 2.31 1.46 -6.63 0.4709
C -2.96 0.56 2.94 1.1887
H 0.87 3.95 -3.72 0.9593
O -1.39 2.31 2.51 -0.4224
O 2.68 -1.96 4.24 -0.3329
H 3.94 -3.78 -0.28 0.7973
H 7.09 4.20 2.72 0.3339
H 5.52 -0.27 -2.06 0.4248
H -7.05 -1.52 1.87 0.2553
H 0.93 -3.69 0.25 -0.0497
C -3.92 -0.02 3.80 -0.3264
H -4.75 -6.69 3.12 0.3326
C 3.28 2.37 1.00 0.9327
H -1.74 3.20 5.06 0.2670
C -1.51 -4.79 3.91 -0.5229
O 4.05 -1.29 0.06 -0.5926
C -1.62 3.02 -1.96 0.4705
C -6.31 1.74 0.58 -1.0125
C -3.32 1.69 5.62 -0.8771
C 4.57 4.79 1.84 -0.5227
H 0.03 -2.05 2.71 0.3528
H -0.81 -5.12 4.68 0.3771
C 4.65 2.41 1.28 -0.9994
H -4.02 -3.91 1.07 0.6336
H 0.82 -2.48 -1.41 0.0178
H 5.87 -1.48 -4.09 0.4767
H 4.80 -5.12 -2.06 0.2691
O 0.50 -0.81 2.06 -0.2119
C -6.45 -0.67 1.36 -0.5196
O 5.83 -3.98 -4.36 -0.4676
C -4.00 0.49 5.19 0.5515
C 3.33 -2.54 3.13 -1.4726
H 6.00 -3.52 -5.01 0.2251
C -2.67 3.34 -2.95 -0.1602
H 0.44 3.07 -1.52 -0.2008
C 3.23 2.29 -4.88 0.7523
H -3.42 2.10 6.55 0.5907
H 3.14 -0.95 0.02 0.1249
H -3.28 4.22 -4.82 0.4012
Li -1.64 -1.95 -1.22 0.7636
O -0.79 -0.85 0.08 0.6657
C -5.00 1.56 0.14 -0.2441
C 2.36 1.39 -5.54 -1.0107
C 2.61 3.52 1.13 0.4976
C 4.85 -3.99 -2.16 -0.7020
H 2.62 -2.78 2.34 0.4240
H -5.10 -1.12 5.82 0.2993
O 6.66 3.62 2.05 -0.5657
H 3.72 -1.89 2.61 0.6715
H -0.76 1.66 2.08 -0.0300
C 0.49 -4.13 -0.63 -0.3905
H -4.74 -1.78 0.83 0.1695
C 5.45 -1.91 -3.25 -0.6428
H 1.22 -4.71 -1.30 0.1925
O 1.26 -0.57 -2.52 -0.7483
H -6.72 2.75 0.80 0.3033
C -1.76 0.16 -3.88 -1.1830
H -4.50 -0.98 3.53 -0.0563
H 3.06 -2.06 5.01 0.1526
H -4.20 2.23 -0.21 0.4916
C -3.55 -5.42 2.63 0.3351
H -2.93 0.12 1.89 -0.1509
H 1.58 -0.28 -1.61 -0.4212
H -1.30 2.47 -0.10 0.0099
C -2.42 -3.29 2.23 1.2336
O 0.15 -2.98 -1.41 -0.3815
```

Computed properties:
- E_tot: -101772.49915 eV
- Energy above the lowest of the compared OMol25 structures with the same formula, charge and spin: 25.0 kcal per mole

***

3.
DFT (the ωB97M-V functional and the def2-TZVPD basis) results for C4H3N3O as an isolated structure in a non-equilibrium geometry.

```
11
Properties=species:S:1:pos:R:3:mulliken_charge:R:1
H 1.12 3.26 -2.37 0.4493
N 0.60 -0.84 -0.90 -0.4848
C 0.10 -1.52 0.09 -0.1806
C 0.11 0.38 -0.58 0.2679
H 0.23 -2.59 0.15 0.4404
N -0.36 0.55 0.67 -0.7656
H -1.19 -0.39 2.72 0.4068
C 0.45 1.43 -1.40 -0.6374
C 0.71 2.35 -2.07 0.1366
N -0.43 -0.70 1.03 0.8340
O -0.89 -1.16 2.21 -0.4666
```

Computed properties:
- E_tot: -10709.74173 eV
- Energy above the lowest of the compared OMol25 structures with the same formula, charge and spin: 90.1 kcal per mole

***

Calculated values (eV) of gap between HOMO and LUMO for the records, taken in order: 9.47; 6.84; 9.77.